# 1
Entry from the Open Molecules 2025 dataset: a cluster of 2 separate species, C16H20NS2 in total at a distorted geometry (the ωB97M-V functional and the def2-TZVPD basis).

Geometry as XYZ:
```
39
Properties=species:S:1:pos:R:3:forces:R:3:nbo_charge:R:1
C -2.10414 -2.13295 1.82678 -0.7938 -0.2976 0.2732 -0.628
C -0.69495 -1.72230 1.68629 1.3345 1.2138 -0.2550 -0.073
C -0.20196 -0.43734 1.39603 -0.6863 -1.0831 1.6031 -0.136
N 1.17314 -0.50540 1.43501 0.1455 0.0502 0.0678 -0.525
C 1.58152 -1.78900 1.69830 -1.1589 0.0028 -0.1604 0.158
C 3.00095 -2.14661 1.83022 0.5781 -0.2601 0.0551 -0.649
C 0.43864 -2.56633 1.85931 0.2918 0.6471 -0.2878 -0.299
H -2.18085 -3.22956 1.80569 -0.0751 0.3273 -0.0849 0.228
H -2.54239 -1.80706 2.78479 0.1241 -0.0530 -0.3403 0.233
H -2.72542 -1.72199 1.01999 -0.0034 -0.1254 0.2195 0.190
H -0.77173 0.49026 1.39505 0.6276 -0.4122 0.1633 0.211
H 1.81163 0.25802 1.22802 -0.3331 -0.2982 0.2478 0.415
H 3.08249 -3.23858 1.86320 0.1398 0.2667 0.0178 0.241
H 3.59421 -1.78121 0.98143 -0.0297 -0.0853 0.2196 0.218
H 3.41712 -1.73786 2.76275 0.0227 -0.1274 -0.2707 0.232
H 0.42027 -3.62453 2.09608 0.0437 0.2033 -0.0588 0.230
C 2.06664 3.95705 0.32006 -0.2721 -0.2542 -0.1821 -0.126
C 2.61065 2.84572 -0.33855 -0.1065 -0.0290 -0.1826 -0.218
C 1.77660 1.86282 -0.87191 0.1726 0.1573 0.1868 -0.171
C 0.38109 1.95691 -0.69240 -0.0371 -0.2174 0.5329 -0.105
C -0.48848 0.81099 -0.96570 -0.4168 -0.0499 -0.8131 -0.232
S -2.15800 1.01669 -0.65823 0.0064 0.2576 -0.9713 0.461
C -2.97551 -0.26345 -1.66143 -0.2674 0.0636 0.2510 -0.527
C -2.23236 -0.59524 -2.94658 0.0691 -0.0769 0.2365 -0.430
C -0.98824 -1.40822 -2.65057 -0.1879 -0.5030 0.0798 -0.524
S 0.20038 -0.66064 -1.49716 0.4541 0.7219 -0.6837 0.485
C -0.16470 3.12122 -0.10969 0.1965 0.0727 0.3976 -0.154
C 0.67580 4.09932 0.41694 -0.0850 -0.0586 -0.2172 -0.206
H 2.72053 4.72951 0.72370 -0.1525 -0.2403 -0.0676 0.241
H 3.69240 2.75193 -0.45028 -0.3520 0.0638 -0.0061 0.242
H 2.19506 1.02518 -1.43743 -0.0908 0.2847 0.3422 0.241
H -3.13924 -1.14081 -1.01955 0.0178 0.1613 -0.3432 0.243
H -3.94302 0.21064 -1.88269 0.2330 -0.2394 0.1541 0.264
H -2.89634 -1.20751 -3.56804 0.1437 0.1284 0.0277 0.256
H -1.98319 0.31762 -3.49908 -0.0880 -0.1325 0.0787 0.233
H -1.24569 -2.37243 -2.18741 0.0045 0.2167 -0.3236 0.243
H -0.39257 -1.58274 -3.55581 -0.1782 -0.0240 0.2500 0.261
H -1.25102 3.24052 -0.03700 0.5189 0.0200 0.0471 0.235
H 0.24068 4.97738 0.89984 0.1903 -0.2918 -0.2031 0.243
```
Forces are in eV/Å.

Its frontier orbital gap is 5.230 eV. For the total energy, the calculation gives -1472.547194 Eh. The molecular weight is 290.5 g mol⁻¹. The multiplicity is 1. As for the charge: +1.

=====

# 2
Entry from the Open Molecules 2025 dataset: a cluster of 2 separate species, C4H11NO in total at a distorted geometry (the ωB97M-V functional and the def2-TZVPD basis).

Geometry as XYZ:
```
17
Properties=species:S:1:pos:R:3:forces:R:3:nbo_charge:R:1
C 2.62259 0.73481 1.09428 2.3853 1.5771 -0.7818 -0.733
C 1.57330 1.07757 0.05533 -0.1118 -2.8471 -0.2027 0.685
N 1.39133 0.22274 -1.06370 -1.8613 5.4768 0.0290 -0.847
O 0.85747 2.01545 0.22031 -0.6871 1.5000 -0.1518 -0.594
H 3.32241 -0.06374 0.90443 -0.2250 -0.6801 -0.4978 0.216
H 2.34260 0.66213 2.12243 -1.0183 -0.0239 0.4097 0.244
H 3.33443 1.62463 1.09513 -0.9426 -0.7637 -0.0468 0.243
H 0.60013 0.58640 -1.67356 1.5361 -1.0527 1.1810 0.401
H 1.60433 -0.69761 -1.08056 0.9147 -3.1925 0.0670 0.384
C -2.44157 -0.44369 0.49848 -0.6541 0.2517 -1.4160 -0.629
C -2.01387 -1.15730 -0.82395 0.5393 -0.0229 -1.4672 -0.612
H -3.51268 -0.06534 0.51730 1.0169 -1.2017 0.0516 0.211
H -2.12860 -1.00365 1.38132 -0.3748 0.2489 -0.0247 0.210
H -1.93267 0.49531 0.41039 0.7338 0.5200 0.7536 0.219
H -1.08106 -1.82046 -0.71341 -1.2827 1.1403 0.0521 0.201
H -2.77585 -1.81609 -1.31246 0.4252 0.5207 0.6519 0.206
H -1.76230 -0.35114 -1.63176 -0.3938 -1.4510 1.3928 0.193
```
Forces are in eV/Å.

Its frontier orbital gap is 10.811 eV. For the total energy, the calculation gives -288.980947 Eh. As for the structure (SMILES): CC(N)=O.CC. The molecular weight is 89.1 g mol⁻¹. The value obtained for the relative energy (zero: lowest compared OMol25 entry of this formula, charge and spin) is 22.6 kcal/mol. The multiplicity is 1.

=====

# 3
Entry from the Open Molecules 2025 dataset: a cluster of 10 separate species, C26H49N5O11 in total at a distorted geometry (the ωB97M-V functional and the def2-TZVPD basis).

Geometry as XYZ:
```
91
Properties=species:S:1:pos:R:3:forces:R:3:lowdin_charge:R:1
C -2.44824 2.28282 -3.45833 0.4802 1.1987 2.2497 0.053
N -1.07039 2.00212 -3.86272 0.5512 0.3533 -0.6680 -0.445
O -0.76671 2.12437 -5.04161 -0.3095 0.0227 0.4374 0.058
O -0.30993 1.64251 -3.00319 0.7589 -0.2705 0.7572 0.058
H -2.54262 3.28644 -2.94814 0.5923 -0.9197 -0.7009 0.111
H -2.69111 1.55648 -2.68371 -0.3257 -0.1892 -0.4054 0.093
H -2.95062 2.27684 -4.35860 -1.7094 -0.2231 -1.4881 0.068
C -0.20066 0.09141 -0.16994 -0.4290 0.1698 -0.1900 0.062
N -1.48550 0.84371 0.05002 -0.4668 -1.4063 -1.7313 -0.384
O -2.54407 0.28868 -0.33805 1.7043 1.1327 0.9007 0.023
O -1.40923 1.94651 0.52047 -0.1782 0.3559 0.1762 0.045
H -0.30286 -0.40928 -1.11887 -0.2447 -0.5513 0.0520 0.054
H -0.06831 -0.56518 0.69545 0.0772 0.1377 -0.2871 0.081
H 0.59690 0.80956 -0.30799 0.0737 0.2553 0.5370 0.082
C 4.56026 0.48439 -2.31902 -0.0674 0.3664 -0.3031 0.041
N 4.21647 -0.03200 -0.97356 0.5982 -0.9447 0.9488 -0.417
O 4.98258 0.20863 -0.03077 -1.3571 -0.1776 -1.2552 0.047
O 3.23080 -0.76522 -0.92450 0.7643 0.9073 0.3369 0.042
H 3.86287 1.28955 -2.54504 -0.2378 -0.1848 -0.0148 0.092
H 4.45512 -0.35136 -3.02074 0.0198 0.3706 0.2423 0.104
H 5.54999 0.92355 -2.31092 0.1592 -0.2575 0.1735 0.093
C 3.11936 3.78082 0.88889 -1.4890 -0.2930 -3.0528 -0.072
C 3.47856 4.04133 -0.50769 0.5044 0.1598 0.8488 -0.127
C 2.37909 3.93198 -1.32519 -0.5379 0.1518 0.8963 -0.126
N 1.32202 3.55118 -0.49228 1.8241 0.4150 -0.4756 0.024
C 1.76686 3.45461 0.78430 -0.4365 0.0081 1.9740 -0.174
H 3.77417 3.86371 1.72448 0.0497 -0.1866 0.4357 0.078
H 4.47656 4.31284 -0.83092 -0.1810 0.0674 -0.0470 0.084
H 2.21818 4.28662 -2.34906 0.0907 -0.5964 0.5099 0.113
H 0.36538 3.50311 -0.74524 -0.9253 -0.0362 -0.3003 0.078
H 1.00943 3.20439 1.57415 1.0731 0.2156 -0.8843 0.111
C -2.57083 -5.81616 1.42499 0.2331 -0.2272 -1.6371 -0.111
C -2.12048 -4.90507 2.42142 -1.1821 1.0992 -0.9220 -0.117
C -1.93756 -3.69041 1.76415 0.4598 -2.5698 -0.5947 -0.132
N -2.03035 -3.89217 0.40585 -0.2074 1.5416 0.9335 0.024
C -2.46895 -5.15437 0.19529 -0.4376 -0.8814 -0.1698 -0.152
H -2.92040 -6.86156 1.43778 0.3701 0.7705 0.5085 0.097
H -2.16325 -4.99564 3.48623 0.1434 -0.2365 0.2880 0.085
H -1.66268 -2.76714 2.11541 0.6946 1.9393 0.9134 0.070
H -1.88975 -3.08723 -0.22704 -0.2740 -1.2602 0.1808 0.152
H -2.76400 -5.46825 -0.80740 0.3098 -0.0694 0.4753 0.110
C -0.92070 -2.04489 -4.67932 -1.6348 0.3949 0.3806 -0.029
C -0.21416 -2.64568 -3.49085 0.5921 0.2982 -1.5801 -0.484
C 0.65576 -3.84290 -3.85311 0.7838 2.6983 -1.5494 0.001
O -0.38648 -2.17874 -2.40197 0.1838 -0.2348 1.2190 0.058
H -1.82610 -1.46480 -4.30150 1.1625 -0.7110 -0.6353 0.105
H -1.23143 -2.88611 -5.29799 -0.2991 0.1203 -0.2483 0.076
H -0.31072 -1.40002 -5.31528 0.2123 -0.0341 0.2995 0.088
H -0.00840 -4.61996 -3.96452 -1.2800 -2.3921 0.5098 0.062
H 1.51150 -3.96687 -3.23624 0.2834 -0.5628 0.8150 0.064
H 0.99904 -3.74025 -4.91580 -0.0612 0.3433 0.8198 0.100
C 1.91017 -3.83769 0.14332 0.7856 0.4770 0.5165 -0.021
C 1.39267 -5.25452 0.12708 1.0433 0.7534 2.1496 -0.525
C 1.27347 -5.94781 1.48002 -1.0940 0.1208 -0.4953 -0.011
O 1.20260 -5.84864 -0.88498 -0.5057 -0.7092 -1.5503 0.072
H 2.99063 -3.95817 0.44393 -0.7955 0.2345 -0.4320 0.105
H 1.49073 -3.15783 0.93003 0.0052 -0.6983 -0.7391 0.077
H 1.84992 -3.40186 -0.86333 0.0063 0.0266 0.4683 0.059
H 1.18171 -7.00897 1.27533 -0.0213 -0.1508 0.2054 0.080
H 0.32687 -5.57719 1.89809 0.0148 -0.2234 0.0031 0.061
H 2.01465 -5.75169 2.24215 0.5066 0.2531 -0.1804 0.073
C -3.94429 2.37746 1.97520 -0.1553 -0.6622 0.5759 -0.021
C -2.82305 1.96160 2.94284 0.6847 -0.8858 -1.6136 -0.515
C -2.34816 0.50445 2.93724 -0.3150 1.0342 1.7636 -0.025
O -2.28861 2.71578 3.70015 0.0925 1.2503 0.7625 0.058
H -3.59398 2.61288 0.93555 -0.2903 -0.4699 1.1585 0.076
H -4.43773 3.23379 2.43294 -0.0415 0.1227 -0.1861 0.072
H -4.64905 1.51458 2.00055 0.2475 0.6596 -0.5500 0.091
H -2.53329 0.00793 2.00829 -0.0220 -0.5578 -0.2061 0.042
H -2.96956 0.11251 3.75686 -0.1578 -0.5455 -0.4307 0.098
H -1.33221 0.43827 3.37962 -0.4430 0.0812 -0.8799 0.085
C 2.33085 0.78521 3.13494 0.1855 -0.1957 0.0968 -0.002
C 1.90845 -0.65192 2.97110 1.6036 0.1101 0.5943 -0.493
C 2.93898 -1.63597 3.43817 -0.7260 -0.8139 0.0570 -0.012
O 0.81671 -1.01492 2.63968 -1.0874 -0.0409 -0.4944 0.048
H 2.60936 0.89527 4.18502 0.0451 0.0719 0.0808 0.093
H 1.47960 1.40574 2.94748 -0.2991 0.5900 -0.2751 0.057
H 3.22267 1.07658 2.54988 -0.5656 -0.2868 0.0287 0.092
H 2.89058 -1.65417 4.51934 -0.0814 -0.0427 0.4117 0.092
H 3.93158 -1.37894 3.19229 1.1578 0.5466 -0.4392 0.069
H 2.74097 -2.63959 3.07434 -0.1880 -0.0589 -0.0338 0.073
C -1.38406 5.29850 1.20450 1.1568 -0.7335 0.1612 -0.016
C -2.00523 5.25041 -0.14915 -0.8586 0.5244 0.8074 -0.479
C -3.17122 6.22737 -0.33310 0.0405 -0.1207 -0.4939 -0.013
O -1.56927 4.53034 -1.01997 -0.3036 0.1985 -0.3449 0.043
H -0.58470 6.05015 1.19332 -0.5378 0.4688 0.2190 0.108
H -0.78238 4.40817 1.32666 -0.1519 -0.4898 0.1021 0.040
H -2.06335 5.35318 2.05476 -0.0128 0.4474 -0.1919 0.093
H -3.38073 6.27683 -1.40500 -0.2865 0.1071 0.2096 0.078
H -2.86306 7.21178 0.02748 0.2140 -0.0012 -0.1432 0.082
H -4.09363 6.03420 0.25558 0.6721 -0.4686 -0.3714 0.094
```
Forces are in eV/Å.

Its frontier orbital gap is 7.942 eV. For the total energy, the calculation gives -2121.163353 Eh. As for the structure (SMILES): C[N+](=O)[O-].C[N+](=O)[O-].C[N+](=O)[O-].c1cc[nH]c1.c1cc[nH]c1.CC(C)=O.CC(C)=O.CC(C)=O.CC(C)=O.CC(C)=O. The molecular weight is 607.7 g mol⁻¹. The multiplicity is 1.